[1]
The following is a DFT calculation (ωB97M-V/def2-TZVPD) of a molecular structure, C37H44BHfN10O4S2Te in a non-equilibrium geometry.

Atoms and positions in Å:
Hf -0.2859 0.4487 -0.4862
C -4.4176 2.5860 -2.8926
C -3.0537 2.9234 -2.2787
C -2.7838 4.4164 -2.4856
C -3.0501 2.5646 -0.8254
C -3.9707 2.9924 0.1352
C -3.6187 2.3372 1.2934
N -2.5481 1.5691 1.0432
N -2.1782 1.7088 -0.2568
B -1.8421 0.6977 2.0832
N -0.4248 1.2155 2.3635
C 0.0285 1.4275 3.6086
C 1.3100 1.9086 3.5294
C 1.5984 1.9856 2.1617
N 0.5343 1.5582 1.4502
C 2.9055 2.5515 1.6879
C 2.7511 4.0375 1.3487
C 3.5550 1.7955 0.5360
N -1.8021 -0.7941 1.6857
C -2.1582 -1.7656 2.5418
C -1.9641 -2.9801 1.9323
C -1.4771 -2.6810 0.6573
N -1.3702 -1.3456 0.5108
C -1.2368 -3.7609 -0.3540
C -2.5691 -4.1392 -1.0172
C -0.2121 -3.4253 -1.4278
H -4.3753 2.7084 -3.9714
H -4.7160 1.5655 -2.6702
H -5.1799 3.2591 -2.5087
H -2.2722 2.3387 -2.7839
H -3.5669 5.0087 -2.0207
H -1.8311 4.7118 -2.0611
H -2.7709 4.6407 -3.5484
H -4.7745 3.6855 0.0087
H -4.0635 2.3761 2.2659
H -2.4640 0.7732 3.0853
H -0.5777 1.2245 4.4656
H 1.9546 2.1709 4.3405
H 3.5766 2.4858 2.5522
H 2.1698 4.1665 0.4429
H 2.2581 4.5704 2.1582
H 3.7305 4.4805 1.1919
H 2.9376 1.8448 -0.3624
H 4.5184 2.2452 0.3110
H 3.7292 0.7582 0.8104
H -2.5184 -1.5478 3.5243
H -2.1306 -3.9527 2.3392
H -0.8853 -4.6314 0.2081
H -2.9929 -3.2847 -1.5425
H -2.3999 -4.9360 -1.7371
H -3.2886 -4.4864 -0.2810
H -0.6207 -2.6448 -2.0614
H 0.7305 -3.1112 -0.9844
H -0.0253 -4.3070 -2.0384
O 0.5747 -0.8134 -2.8293
C -0.3376 -0.7668 -3.9300
C -1.7686 -0.7484 -3.4566
C -2.7824 -1.0301 -4.3621
C -4.0920 -1.0812 -3.9189
C -4.3314 -0.8826 -2.5636
C -3.2686 -0.5928 -1.7353
N -1.9960 -0.4875 -2.1588
H 1.1983 -1.5338 -2.9923
H -0.1983 -1.6285 -4.5883
H -0.1318 0.1386 -4.5189
H -2.5406 -1.2170 -5.3952
H -4.8994 -1.2947 -4.5996
H -5.3278 -0.9592 -2.1564
H -3.4431 -0.4452 -0.6779
O 4.6858 -4.1723 5.6449
S 3.7986 -5.1451 5.0363
O 2.4434 -4.6852 4.8204
O 3.9558 -6.5278 5.3948
C 4.5815 -4.9675 3.3448
N 5.8248 -5.3007 3.1160
C 6.3506 -4.8272 1.9932
C 5.7283 -3.8177 1.2637
C 4.4164 -3.5019 1.6310
N 3.8240 -4.2100 2.6130
C 3.5229 -2.5224 1.0624
C 2.4019 -2.1628 1.8433
C 1.4475 -1.3379 1.3300
N 1.4859 -0.8098 0.0733
C 2.5921 -1.1213 -0.6524
C 3.5951 -1.9534 -0.2207
H 7.3234 -5.2156 1.7228
H 6.2599 -3.2816 0.4928
H 2.3030 -2.5852 2.8314
H 0.6086 -1.0704 1.9591
H 2.6671 -0.6385 -1.6203
H 4.4336 -2.1610 -0.8668
Te 0.8422 2.0748 -2.4139
C 0.6253 4.0024 -1.5745
C -0.0648 4.3718 -0.4588
C -0.0251 5.7658 -0.2213
C 0.6958 6.4313 -1.1588
S 1.3349 5.3728 -2.3510
H -0.5722 3.6710 0.1865
H -0.5178 6.2433 0.6061
H 0.9056 7.4804 -1.2210

Computed properties:
largest force on an atom = 2.718 eV/Å
molecular weight = 1073.9 g/mol
HOMO level = -9.14 eV
energy = -93118.2242 eV
charge = +1
ΔE to the lowest compared entry with this formula, charge and spin = 0.746 eV


[2]
The following is a DFT calculation (ωB97M-V/def2-TZVPD) of a molecular structure, C37H44FN5S4V.

Atoms and positions in Å:
V -0.2737 -0.5086 1.3843
S -0.2132 1.8329 1.8261
C -1.0406 1.9820 0.2893
N -0.8597 3.0109 -0.5554
N 0.0820 3.8520 -0.2126
C 0.4581 4.9030 -1.0489
C 1.4881 5.7450 -0.6298
C 1.8943 6.7920 -1.4372
C 1.2830 7.0109 -2.6660
C 0.2576 6.1706 -3.0750
C -0.1641 5.1164 -2.2778
N -1.9499 1.0908 -0.1183
N -1.9532 -0.0423 0.5738
C -3.2386 -0.7526 0.4651
C -3.1468 -1.7514 -0.7201
C -4.4864 -2.2392 -1.1977
C -5.5703 -1.4772 -1.0611
C -5.4868 -0.1658 -0.4183
C -4.3935 0.2043 0.2436
H 0.6732 3.6150 0.5832
H 1.9716 5.5650 0.3254
H 2.6967 7.4391 -1.1068
H 1.6031 7.8294 -3.2981
H -0.2248 6.3334 -4.0308
H -0.9579 4.4544 -2.5930
H -2.6885 -1.1872 -1.5411
H -4.5309 -3.1806 -1.7331
H -6.5204 -1.8063 -1.4650
H -6.3337 0.5069 -0.4891
H -4.3328 1.1758 0.7182
C 4.4961 -0.0796 1.6438
C 3.2445 0.8030 1.6984
C 3.4423 1.9583 2.6770
C 2.8556 1.2570 0.3025
C 3.4542 2.3870 -0.2497
C 3.1560 2.8039 -1.5355
C 2.2567 2.0809 -2.2972
C 1.6405 0.9376 -1.7946
C 0.7398 0.1271 -2.7160
C -0.4693 0.9272 -3.2120
C 1.5201 -0.3959 -3.9287
C 1.9324 0.5337 -0.4780
N 1.2676 -0.6048 0.0751
C 1.8511 -1.8205 -0.1839
C 2.8960 -2.1042 -1.0813
C 3.3698 -3.4009 -1.2317
C 2.8525 -4.4617 -0.5031
C 1.8434 -4.2151 0.4243
C 1.4018 -2.9280 0.5365
F 0.4453 -2.6048 1.4993
H 4.7488 -0.4515 2.6411
H 5.3499 0.4920 1.2694
H 4.3506 -0.9354 0.9830
H 2.4269 0.1893 2.0762
H 4.3167 2.5611 2.4192
H 3.6086 1.5748 3.6860
H 2.5678 2.6098 2.6919
H 4.1701 2.9524 0.3359
H 3.6202 3.6945 -1.9424
H 2.0272 2.4096 -3.3053
H 0.3734 -0.7306 -2.1514
H -0.1500 1.8627 -3.6815
H -1.1576 1.1790 -2.4070
H -1.0123 0.3491 -3.9664
H 1.7875 0.4253 -4.5989
H 0.9043 -1.0982 -4.4964
H 2.4406 -0.9072 -3.6461
H 3.3409 -1.2935 -1.6401
H 4.1707 -3.5831 -1.9390
H 3.2340 -5.4657 -0.6355
H 1.4263 -4.9955 1.0490
C -1.2573 -3.6758 3.7965
C -1.5048 -2.3583 4.5356
S -1.5084 -0.7607 3.6554
C -3.2172 -0.6358 3.0417
C -3.4865 -1.4753 1.7945
S -1.9498 -3.0954 -0.4352
C -2.9557 -4.4037 0.3495
C -2.2693 -5.1021 1.5334
S -2.7472 -4.5293 3.1966
H -0.7453 -4.3434 4.4909
H -0.5965 -3.5285 2.9497
H -0.7124 -2.2288 5.2738
H -2.4383 -2.3889 5.1026
H -3.3615 0.4306 2.8697
H -3.8647 -0.9266 3.8687
H -4.5161 -1.8378 1.7989
H -2.8550 -2.3529 1.8443
H -3.1778 -5.1525 -0.4103
H -3.9086 -3.9787 0.6632
H -1.1813 -5.0539 1.4519
H -2.5297 -6.1597 1.5078

Computed properties:
largest force on an atom = 0.910 eV/Å
molecular weight = 757.0 g/mol
HOMO level (alpha / beta) = -6.70 / -7.50 eV
energy = -118279.3103 eV
⟨S²⟩ = 4.0027
spin multiplicity = 4
ΔE to the lowest compared entry with this formula, charge and spin = 0.769 eV


Among the records above, which one has the lowest ΔE to the lowest compared entry with this formula, charge and spin?
C37H44BHfN10O4S2Te